[1]
DFT (wB97M-V/def2-TZVPD) results for a 12-piece molecular cluster, C36H60O36 overall at a distorted geometry.

Each line ends with the Mulliken charge.
Geometry (Å):
1 C 5.328711 2.376147 7.229495  -0.68
2 O 4.652368 2.521687 5.994343  -0.37
3 C 3.770815 1.604913 5.670160  0.72
4 O 3.415635 0.715182 6.341349  -0.56
5 O 3.316208 1.863996 4.473216  -0.15
6 C 2.341473 0.964931 3.931417  -0.43
7 H 6.049297 1.554931 7.194949  0.29
8 H 4.609928 2.092196 8.003153  0.31
9 H 5.838810 3.292763 7.481703  0.24
10 H 2.490484 0.972901 2.861135  -0.17
11 H 1.323915 1.244480 4.224333  0.25
12 H 2.487884 -0.003487 4.417020  0.49
13 C 1.500138 -6.401036 4.353759  -0.45
14 O 1.998662 -5.401769 3.476533  -0.32
15 C 1.261571 -5.049611 2.433175  0.86
16 O 1.765533 -4.600691 1.442446  -0.54
17 O 0.001987 -5.323774 2.646374  -0.27
18 C -1.005373 -5.072930 1.708497  -0.23
19 H 2.291223 -6.560071 5.073829  0.29
20 H 1.236799 -7.307280 3.816843  0.28
21 H 0.623704 -6.013030 4.872010  0.07
22 H -1.347647 -6.001809 1.259481  0.34
23 H -0.725858 -4.354720 0.933770  0.08
24 H -1.819317 -4.591958 2.247418  -0.05
25 C 2.477701 3.506324 1.150286  -0.97
26 O 2.873692 2.138100 0.886041  0.21
27 C 4.159872 1.841596 0.875050  0.43
28 O 5.035589 2.563951 1.192600  -0.52
29 O 4.303191 0.584755 0.506618  0.06
30 C 5.678666 0.081915 0.525346  -0.93
31 H 1.403064 3.593864 1.040993  0.26
32 H 2.888435 4.113457 0.337523  0.25
33 H 2.869965 3.872935 2.095937  0.39
34 H 5.996531 0.084057 1.570922  0.29
35 H 6.302326 0.767336 -0.048446  0.32
36 H 5.762442 -0.909054 0.101758  0.27
37 C 0.393304 -1.894958 4.371452  -0.31
38 O -0.044655 -3.159611 4.885561  -0.29
39 C -1.261171 -3.260873 5.449352  0.72
40 O -2.105177 -2.408316 5.496498  -0.58
41 O -1.380691 -4.489064 6.006651  -0.34
42 C -2.584887 -4.770452 6.756473  -0.71
43 H 0.205313 -1.728480 3.312531  -0.22
44 H 1.468525 -1.911663 4.518436  0.30
45 H -0.112673 -1.096579 4.912258  0.52
46 H -3.469396 -4.418167 6.228102  0.31
47 H -2.507341 -4.373104 7.766378  0.29
48 H -2.652567 -5.857368 6.807115  0.25
49 C -1.128451 1.317651 -1.935413  -0.43
50 O -0.215053 1.210028 -0.865634  -0.23
51 C 0.351908 0.038909 -0.679915  -0.13
52 O 0.252132 -0.929514 -1.392672  -0.47
53 O 0.996045 0.056641 0.438638  0.73
54 C 1.430351 -1.247772 0.847784  -0.81
55 H -0.775136 0.926910 -2.884579  0.34
56 H -1.376023 2.370470 -2.040828  0.27
57 H -2.051361 0.801476 -1.661101  -0.18
58 H 1.534921 -1.194696 1.926496  -0.22
59 H 2.392022 -1.510796 0.411836  0.41
60 H 0.691270 -2.003361 0.593137  0.37
61 C -4.292541 -2.761339 1.675709  -0.40
62 O -4.156305 -1.359231 1.957430  -0.43
63 C -2.970680 -0.908350 2.163530  0.83
64 O -1.969273 -1.510845 2.286327  -0.17
65 O -3.062495 0.376268 2.209887  -0.38
66 C -1.881585 1.122919 2.444704  -0.46
67 H -5.316002 -3.033397 1.899228  0.30
68 H -3.640677 -3.345415 2.329338  0.05
69 H -4.042679 -2.955598 0.632031  0.15
70 H -1.209905 0.579573 3.125378  0.03
71 H -2.129728 2.023996 2.992997  0.40
72 H -1.325930 1.259613 1.516834  0.16
73 O 1.757023 6.006689 -0.702042  -0.43
74 C 1.213902 5.708299 -1.643142  0.42
75 O 0.241464 6.406444 -2.244267  -0.43
76 C -0.173636 5.810898 -3.449093  0.13
77 C 0.770406 4.613045 -3.591231  -0.08
78 O 1.496229 4.585344 -2.364679  0.06
79 H -1.240885 5.581393 -3.508859  -0.24
80 H -0.053447 6.557477 -4.238451  0.26
81 H 1.446975 4.745595 -4.444638  0.33
82 H 0.298527 3.640031 -3.728089  0.12
83 O -3.069166 1.870956 -4.598947  -0.49
84 C -3.266882 2.971563 -5.001463  0.45
85 O -4.313642 3.373355 -5.761560  -0.36
86 C -4.213757 4.778303 -6.110279  -0.33
87 C -2.829293 5.193799 -5.541677  -0.39
88 O -2.364045 3.998464 -4.837509  -0.14
89 H -4.213966 4.898723 -7.189095  0.27
90 H -5.033866 5.296183 -5.618268  0.28
91 H -2.836847 6.020327 -4.834428  0.36
92 H -2.087061 5.387059 -6.317090  0.28
93 O -8.032045 0.657498 -0.552810  -0.52
94 C -6.935669 0.952717 -0.741118  0.59
95 O -5.889047 0.674394 0.050522  -0.46
96 C -4.656459 1.245827 -0.467273  0.13
97 C -5.157184 1.925124 -1.780174  0.14
98 O -6.535631 1.635626 -1.841741  -0.41
99 H -4.370702 1.983237 0.275931  0.55
100 H -4.014161 0.378082 -0.561526  -0.18
101 H -4.610034 1.562531 -2.648622  -0.18
102 H -4.949031 2.992596 -1.654423  0.29
103 O 5.866976 3.319365 -3.920058  -0.55
104 C 4.998670 2.612772 -3.538929  0.59
105 O 5.009826 1.241834 -3.568326  -0.41
106 C 3.661956 0.762464 -3.450126  -0.03
107 C 2.839368 2.019519 -2.988655  0.87
108 O 3.795219 3.072889 -3.028558  -0.43
109 H 3.309233 0.364925 -4.407833  0.19
110 H 3.686031 -0.089108 -2.781425  -0.10
111 H 2.489249 1.876277 -1.968881  -0.24
112 H 2.008895 2.250143 -3.641802  0.07
113 O 4.644958 -2.682863 -3.299369  -0.47
114 C 3.511853 -2.942977 -3.368241  0.58
115 O 2.609989 -2.200127 -4.064576  -0.35
116 C 1.283264 -2.767993 -3.958638  0.45
117 C 1.458253 -3.786725 -2.786314  0.14
118 O 2.876757 -3.901844 -2.644321  -0.40
119 H 0.569571 -1.993759 -3.726410  -0.33
120 H 1.145540 -3.345581 -4.880191  0.35
121 H 1.031938 -4.768694 -2.967099  0.33
122 H 1.013886 -3.387777 -1.873442  -0.13
123 O -4.979385 -1.350835 -2.258306  -0.41
124 C -4.052303 -1.774960 -2.796914  0.44
125 O -3.546492 -3.012116 -2.690079  -0.40
126 C -2.186640 -3.008194 -3.247803  0.06
127 C -2.159269 -1.691737 -4.067941  0.41
128 O -3.405140 -1.068331 -3.747177  -0.26
129 H -1.334429 -3.126725 -2.587495  -0.04
130 H -2.303079 -3.816117 -3.977792  0.39
131 H -2.095424 -1.940024 -5.125971  0.37
132 H -1.339136 -1.031935 -3.814319  -0.41

Cartesian forces, eV/Å:
C -0.328 -1.098 0.727
O 0.970 1.215 -0.324
C 0.356 1.391 -0.749
O -0.827 -2.762 2.259
O -0.458 0.809 -1.682
C 0.065 -0.435 1.017
H 0.047 0.109 -0.239
H 0.074 0.273 0.030
H -0.079 0.296 -0.218
H -0.173 -0.128 -0.091
H 0.140 0.419 -0.219
H 0.168 -0.056 -0.523
C -0.505 0.486 0.629
O 0.711 0.001 -0.084
C 1.057 -0.351 -0.313
O -0.344 0.663 -0.431
O -0.877 -0.431 0.675
C -0.686 0.827 -0.661
H 0.127 -0.230 0.020
H 0.121 -0.128 -0.053
H -0.032 -0.159 0.086
H 0.066 -0.079 -0.014
H 0.391 -0.229 0.041
H -0.077 -0.206 0.099
C 1.111 0.235 -1.076
O -1.437 0.004 -0.058
C -0.693 -0.119 0.212
O 1.720 1.513 0.465
O 0.314 -1.869 -0.770
C -0.163 1.163 0.498
H -0.124 -0.483 0.357
H 0.081 0.062 0.317
H -0.152 -0.195 0.109
H 0.159 -0.072 -0.209
H 0.021 -0.050 0.108
H -0.666 -0.136 -0.095
C -0.145 0.205 0.286
O -0.554 -0.687 0.012
C 0.079 -0.050 0.291
O 0.053 0.112 -0.116
O 0.233 0.229 -0.294
C 0.194 -0.214 -0.515
H -0.439 -0.579 0.048
H 0.008 0.173 0.240
H 0.248 0.071 0.139
H 0.102 0.301 0.144
H -0.071 0.213 -0.111
H 0.209 0.083 0.017
C -0.964 0.110 -0.201
O 0.141 0.936 -0.118
C -0.339 -0.476 -0.217
O -0.379 -0.295 -1.114
O 0.506 -0.276 1.087
C 0.362 -0.340 0.560
H 0.287 -0.039 0.050
H 0.180 0.068 -0.007
H 0.029 -0.120 -0.185
H 0.127 0.062 -0.068
H -0.039 0.143 -0.138
H 0.011 0.076 0.036
C 0.364 -0.059 0.383
O -2.314 -1.506 -0.543
C -0.436 0.524 -0.018
O 2.802 -2.210 0.064
O -0.474 3.006 0.210
C 1.067 -0.683 0.778
H -0.165 0.169 -0.181
H 0.018 0.158 -0.086
H -0.100 0.025 0.022
H -0.207 -0.108 -0.241
H -0.323 0.301 -0.511
H -0.169 0.391 0.011
O 2.827 1.789 5.558
C -2.098 -2.063 -5.149
O -0.948 0.661 0.239
C -0.109 0.179 -0.943
C 0.162 -0.357 -0.510
O -0.349 0.159 -0.303
H 0.238 -0.294 0.901
H 0.401 -0.108 -0.066
H 0.139 0.051 0.339
H -0.363 0.195 0.112
O -0.285 0.199 0.149
C 0.669 0.723 -0.796
O 0.318 0.247 0.168
C 0.864 -0.314 0.814
C 0.228 -1.005 0.144
O -1.018 0.189 -0.268
H -0.351 -0.157 -0.002
H -0.034 0.037 -0.222
H -0.248 -0.013 -0.061
H -0.176 0.103 -0.039
O -3.523 -1.051 0.835
C 3.221 0.737 -0.795
O 0.234 0.166 0.205
C -2.060 -0.336 0.031
C 1.383 -0.191 0.787
O 0.385 0.462 -0.368
H 0.618 -0.160 -0.032
H 0.512 0.349 -0.180
H -0.340 -0.135 -0.150
H -0.497 0.072 -0.340
O 0.166 -0.033 0.272
C -0.997 -0.509 0.097
O -0.437 1.052 -0.193
C -0.250 0.249 -0.224
C 1.046 -1.223 0.421
O 0.778 -0.322 -0.586
H 0.240 0.269 -0.017
H -0.172 0.163 0.430
H -0.097 0.238 0.100
H -0.080 -0.034 -0.201
O 2.102 0.107 -0.159
C -2.457 0.187 0.834
O -0.561 -0.086 -0.083
C 1.526 -1.596 0.307
C -0.182 0.774 -0.099
O -0.077 -0.032 -0.359
H -0.105 0.143 -0.220
H -0.571 0.542 -0.001
H 0.072 -0.062 -0.239
H 0.291 0.021 0.146
O -2.978 0.958 2.153
C 1.948 -0.658 -2.244
O 1.683 0.087 1.061
C -1.648 -0.213 -1.996
C -0.202 -0.487 0.243
O 1.015 0.153 -0.219
H -0.486 -0.058 0.657
H 0.874 -0.183 0.386
H -0.243 0.308 -0.095
H 0.021 0.150 0.215

Output
Max |F| = 6.49 eV/A
SMILES string = COC(=O)OC.COC(=O)OC.COC(=O)OC.COC(=O)OC.COC(=O)OC.COC(=O)OC.O=C1OCCO1.O=C1OCCO1.O=C1OCCO1.O=C1OCCO1.O=C1OCCO1.O=C1OCCO1
Orbital gap = 10.43 eV
HOMO energy = -10.563 eV

[2]
DFT (wB97M-V/def2-TZVPD) results for C29H27Br2MoN4O3SbSe4 as an isolated structure at a distorted geometry.

Each line ends with the Mulliken charge.
Geometry (Å):
1 Mo 0.038204 0.032360 -0.693062  -0.15
2 O -1.139079 1.568331 0.013595  -0.57
3 C -0.829771 2.790555 -0.166244  0.34
4 C -1.847788 3.763004 -0.367871  -0.65
5 C -1.538572 5.083388 -0.547400  -0.34
6 C -0.203444 5.541235 -0.508998  -0.73
7 C 0.793794 4.625287 -0.279375  -0.46
8 C 0.518098 3.259297 -0.125969  0.89
9 C 1.615674 2.382965 0.239720  -0.94
10 N 1.588356 1.120360 0.313185  0.68
11 C 2.745641 0.473778 0.984556  -0.92
12 C 2.241808 -0.759357 1.725927  -0.93
13 N 1.566303 -1.530054 0.704841  0.43
14 C 1.584829 -2.794599 0.656288  -0.53
15 C 1.232246 -3.481127 -0.577470  0.62
16 C 1.031682 -4.866247 -0.604701  -0.60
17 C 0.815912 -5.531721 -1.790179  -0.65
18 C 0.827015 -4.792027 -2.984172  -0.33
19 C 1.058584 -3.435467 -2.988862  -0.40
20 C 1.233282 -2.714209 -1.784090  0.57
21 O 1.376421 -1.426660 -1.787994  -0.80
22 H -2.871312 3.411680 -0.387120  0.46
23 H -2.342738 5.791769 -0.722873  0.37
24 H 0.030912 6.590435 -0.644000  0.38
25 H 1.828270 4.953998 -0.218084  0.32
26 H 2.540637 2.886374 0.529294  0.23
27 H 3.238137 1.178895 1.651404  0.45
28 H 3.449727 0.139737 0.229528  0.33
29 H 1.551280 -0.455087 2.513278  0.10
30 H 3.082071 -1.293501 2.179374  0.52
31 H 1.983081 -3.385035 1.491963  0.30
32 H 1.008314 -5.406022 0.343439  0.32
33 H 0.596221 -6.593873 -1.801335  0.33
34 H 0.609208 -5.289145 -3.922462  0.37
35 H 1.034012 -2.870765 -3.912157  0.32
36 Br -2.494577 -3.089973 1.820770  -0.18
37 C -2.047773 -1.626120 2.922422  0.12
38 C -2.548997 -1.599430 4.227374  -0.53
39 C -2.238483 -0.582210 5.079144  0.12
40 Br -2.967376 -0.617226 6.849248  -0.32
41 C -1.380872 0.461301 4.676954  0.74
42 C -0.978356 1.519942 5.526251  -0.89
43 C -0.141179 2.482940 5.065363  -0.98
44 C 0.326028 2.388508 3.734297  -0.21
45 N -0.008244 1.424172 2.924791  0.12
46 C -0.863659 0.454361 3.339616  -0.15
47 C -1.212720 -0.622004 2.385981  -0.11
48 O -0.797444 -0.708292 1.196443  0.67
49 H -3.193855 -2.401673 4.557504  0.40
50 H -1.342996 1.546660 6.544621  0.28
51 H 0.177376 3.300961 5.703806  0.38
52 H 1.001473 3.144947 3.331808  0.34
53 Se -3.421572 -4.919206 -2.267521  -0.49
54 Sb -3.222468 -2.563633 -2.932772  0.80
55 Se -5.407999 -1.509397 -3.085894  -0.71
56 Se -2.280250 -3.045037 -5.158293  -0.57
57 Se -1.779006 -1.200187 -1.436540  -0.16
58 C 0.157312 0.324586 -4.526720  -1.15
59 C -0.139644 1.422311 -3.501608  1.33
60 C -1.607550 1.842200 -3.609277  -1.29
61 C 0.759396 2.633484 -3.745810  -1.58
62 N 0.153809 0.884496 -2.185689  0.06
63 H -0.100107 0.673586 -5.534902  0.50
64 H -0.435204 -0.567036 -4.307162  -0.09
65 H 1.213669 0.046126 -4.488421  0.32
66 H -1.808419 2.215915 -4.621004  0.45
67 H -1.834193 2.629394 -2.887257  0.24
68 H -2.263715 0.996791 -3.411157  0.18
69 H 0.550302 3.045596 -4.737749  0.41
70 H 1.814704 2.343948 -3.698151  0.32
71 H 0.574372 3.407445 -2.995998  0.29

Cartesian forces, eV/Å:
Mo 2.811 0.603 -2.031
O -0.533 -0.097 0.136
C 0.340 0.462 0.193
C 0.053 -0.081 0.073
C 0.202 0.252 -0.032
C -0.214 0.006 -0.022
C 0.015 0.038 -0.044
C 0.194 -0.157 -0.014
C -0.321 1.024 0.021
N 1.083 -0.474 0.795
C -0.566 -0.106 -0.202
C -0.315 -0.095 -0.154
N 0.049 0.672 0.436
C 0.138 -0.264 -0.561
C -0.008 0.071 0.274
C -0.011 0.009 0.139
C -0.046 0.014 -0.100
C 0.025 -0.033 0.110
C 0.020 -0.062 -0.011
C -0.186 -0.024 0.388
O -0.186 0.216 -0.265
H 0.005 -0.033 -0.014
H 0.055 -0.006 0.013
H -0.051 -0.040 -0.001
H -0.024 -0.016 -0.002
H 0.017 0.174 0.133
H 0.003 0.133 0.111
H 0.129 -0.035 -0.270
H -0.055 0.008 -0.022
H 0.084 -0.099 0.039
H 0.057 -0.082 0.003
H 0.041 0.065 -0.146
H 0.022 0.088 -0.005
H 0.009 0.001 -0.002
H -0.051 0.003 -0.002
Br 0.004 -0.043 -0.029
C -0.025 0.104 0.343
C 0.004 -0.176 -0.361
C 0.110 0.210 0.176
Br 0.016 -0.006 -0.044
C 0.042 -0.026 -0.234
C -0.173 -0.202 0.028
C 0.297 0.274 -0.214
C 0.010 0.125 0.147
N -0.206 -0.282 -0.194
C -0.074 -0.141 0.031
C -0.168 0.029 0.348
O 0.336 0.433 0.465
H -0.010 -0.032 -0.032
H -0.033 -0.019 -0.019
H -0.021 -0.046 -0.084
H -0.043 -0.055 0.068
Se 0.367 0.020 -0.138
Sb -0.493 0.329 -0.583
Se 0.332 0.045 0.140
Se 0.102 -0.276 0.186
Se -3.280 -1.907 -0.282
C 0.026 -0.119 -0.001
C 0.158 -0.118 0.018
C -0.021 0.014 0.146
C 0.156 0.068 0.066
N -0.155 -0.262 0.882
H 0.058 -0.027 0.133
H 0.025 0.044 -0.023
H -0.067 0.004 -0.012
H 0.055 -0.051 0.136
H -0.008 0.003 -0.031
H -0.045 -0.043 0.014
H 0.037 -0.016 0.039
H -0.094 0.031 0.000
H -0.002 -0.024 -0.049

Output
Net charge = -2
Max |F| = 3.80 eV/A
Orbital gap (spin up / spin down) = 5.50 / 5.25 eV
HOMO energy (spin up / spin down) = -1.848 / -2.081 eV
Multiplicity = 3